Here is C16H22N2O4 in the gas phase from OMol25. Energies are from ωB97M-V/def2-TZVPD.

## Properties
- frontier orbital gap (eV) = 9.741
- relative energy (zero: lowest compared OMol25 entry of this formula, charge and spin) (kJ/mol) = 25.87
- SMILES = C[C@@H](NC(=O)OCc1ccccc1)C(=O)NC[C@@H]1CCCO1

The geometry in XYZ format:
```
44
C16H22N2O4 | OMol25 | ωB97M-V/def2-TZVPD
O -2.8165 2.4203 0.7036
O -0.8761 -1.4197 -2.2448
O 1.1340 2.4010 2.5227
O -1.6733 -1.8760 -0.1716
N -1.8532 0.5013 1.4297
N -2.4667 -0.1351 -1.3816
C 0.0088 -2.5443 -2.1502
C 3.6178 -1.5269 -0.0730
C 3.4987 -1.2666 -1.4285
C -4.5391 1.1070 -1.0613
C 0.1089 2.0093 1.6171
C 0.7951 1.2877 0.4438
C -1.6676 -1.1978 -1.1782
C 2.3669 1.8577 2.0961
C -2.6739 1.2185 0.6424
C 2.5652 -2.1113 0.6110
C -3.4188 0.3346 -0.3867
C 1.2798 -2.1952 -1.4204
C 2.3335 -1.5951 -2.0980
C 2.2494 1.7315 0.5801
C -0.9201 1.1229 2.3446
C 1.4010 -2.4456 -0.0593
H 0.7232 0.2055 0.5680
H -0.3982 0.3374 2.8922
H 4.5295 -1.2747 0.4490
H 0.3560 1.5584 -0.5139
H -4.1461 2.0260 -1.4895
H 2.6529 -2.3118 1.6687
H -1.7436 -0.4851 1.2264
H 2.2402 -1.3913 -3.1547
H -5.0026 0.5078 -1.8408
H 0.5767 -2.8976 0.4719
H 3.1581 2.5327 2.4260
H 2.9522 1.0172 0.1591
H -0.3984 2.9197 1.2772
H 4.3162 -0.8077 -1.9650
H -1.4691 1.7471 3.0550
H 0.2153 -2.8204 -3.1863
H -2.3313 0.4187 -2.2121
H 2.3957 2.7061 0.1136
H 2.5277 0.8681 2.5506
H -0.5121 -3.3598 -1.6386
H -3.8065 -0.5511 0.1296
H -5.2893 1.3761 -0.3238
```

Here is C16H22N2O5S in the gas phase in a non-equilibrium geometry from OMol25. Energies are from ωB97M-V/def2-TZVPD.

## Properties
- frontier orbital gap (eV) = 10.005
- relative energy (zero: lowest compared OMol25 entry of this formula, charge and spin) (kJ/mol) = 31.91
- SMILES = CCOC(=O)C1CCN(C(=O)NS(=O)(=O)c2ccc(C)cc2)CC1

The geometry in XYZ format:
```
46
C16H22N2O5S | OMol25 | ωB97M-V/def2-TZVPD
S 1.9081 1.7029 -1.4328
O 2.7202 2.4515 -2.3409
O 1.8555 1.2564 1.8202
O 0.5674 1.3740 -1.8169
O -3.1130 -1.1013 -0.9891
O -4.4617 0.6655 -0.6770
N 1.8144 2.6392 -0.0200
N -0.1285 2.0740 1.1148
C 2.6696 -1.9899 -0.0414
C -1.7387 0.2434 1.2479
C -4.2151 -1.8900 -1.4428
C -4.9853 -2.4919 -0.2762
C -0.8894 1.2555 2.0325
C 1.1975 1.9292 1.0507
C 4.7792 -0.8869 -0.3369
C 2.7524 0.2280 -0.9028
C -0.9189 2.9691 0.2886
C 4.7614 -3.2070 0.6149
C -2.1133 0.8344 -0.1254
C -3.3725 0.1581 -0.6255
C 4.1295 0.2363 -0.8159
C 4.0572 -2.0081 0.0612
C 2.0125 -0.8721 -0.5217
C -2.2882 2.3450 0.0034
H -0.3859 3.1400 -0.6445
H -1.0357 3.9268 0.8115
H 4.2064 -4.1173 0.4028
H 4.8498 -3.1109 1.6972
H -0.1861 0.7494 2.6951
H 2.7592 2.9082 0.2219
H -4.3188 -3.0755 0.3545
H 0.9386 -0.8401 -0.6152
H -3.0018 2.5618 0.7997
H -5.4342 -1.7005 0.3189
H -2.6910 2.7551 -0.9213
H 5.7631 -3.2960 0.2022
H -3.7697 -2.6683 -2.0654
H -4.8757 -1.2600 -2.0469
H -1.1915 -0.6884 1.1071
H -2.6429 0.0210 1.8186
H 2.1014 -2.8565 0.2627
H -5.7733 -3.1372 -0.6535
H -1.3119 0.6416 -0.8451
H 5.8567 -0.8931 -0.2645
H -1.5283 1.9116 2.6305
H 4.6711 1.1130 -1.1353
```

Here is C16H22N4O2 in the gas phase in a non-equilibrium geometry from OMol25. Energies are from ωB97M-V/def2-TZVPD.

## Properties
- frontier orbital gap (eV) = 9.878
- relative energy (zero: lowest compared OMol25 entry of this formula, charge and spin) (kJ/mol) = 73.26
- SMILES = O=C(CC(=O)NN=C1CCCCCC1)NCc1cccnc1

The geometry in XYZ format:
```
44
C16H22N4O2 | OMol25 | ωB97M-V/def2-TZVPD
O -3.4022 -0.9529 2.4734
O 0.0527 0.3977 3.9972
N 0.0670 0.8602 1.7862
N 3.5499 0.7004 -0.4316
N -2.3705 -0.6921 0.5174
N -1.2528 -0.5448 -0.2266
C -2.4581 -0.4322 -2.3974
C -0.3358 -2.7918 -2.6783
C 0.0751 -0.2980 -2.1636
C -0.2472 0.1130 2.8608
C -2.3547 -0.9198 1.8704
C -1.2599 -0.4147 -1.4917
C 0.6916 -1.6845 -2.4297
C -1.4564 -2.4248 -3.6584
C -1.0022 -1.1714 2.4921
C 2.0244 1.9978 0.8810
C 2.5666 3.1642 0.3526
C 2.5716 0.7914 0.4507
C -2.6893 -1.8375 -2.9705
C 3.6027 3.0768 -0.5615
C 4.0540 1.8171 -0.9266
C 0.8893 2.0416 1.8651
H -2.2862 0.2639 -3.2208
H -3.3605 -0.1060 -1.8732
H 4.0453 3.9649 -0.9853
H -0.7845 -3.0885 -1.7276
H 0.2846 2.9410 1.6885
H 1.2996 -1.9723 -1.5717
H -0.0508 0.2339 -3.1066
H 4.8525 1.6917 -1.6456
H -1.7735 -3.3296 -4.1814
H -3.2956 -0.6203 0.0964
H 2.2052 -0.1507 0.8378
H 0.2044 -3.6604 -3.0603
H -0.1982 0.5128 0.8677
H 1.2740 2.0915 2.8911
H -0.3854 -1.7405 1.7958
H 0.7643 0.2737 -1.5406
H 2.1800 4.1269 0.6568
H 1.3572 -1.6035 -3.2903
H -3.5102 -1.7820 -3.6889
H -2.9987 -2.5105 -2.1666
H -1.1575 -1.7327 3.4133
H -1.0819 -1.7289 -4.4111
```

Here is C16H22N6OS in the gas phase from OMol25. Energies are from ωB97M-V/def2-TZVPD.

## Properties
- frontier orbital gap (eV) = 9.097
- relative energy (zero: lowest compared OMol25 entry of this formula, charge and spin) (kJ/mol) = 0.00
- SMILES = CCNc1nc(S[C@@H](C)C(=O)Nc2ccccc2)nc(N(C)C)n1

The geometry in XYZ format:
```
46
C16H22N6OS | OMol25 | ωB97M-V/def2-TZVPD
S -2.8924 -0.4890 0.4926
O -0.7296 1.9930 2.5439
N -0.5216 -0.2651 2.2542
N -1.6465 -0.7764 -1.7608
N 0.8594 2.2988 -1.1377
N 0.1555 0.5792 -2.4751
N -0.8948 0.9966 -0.3938
N -0.6203 -1.1046 -3.7959
C 0.8342 -0.5035 2.4851
C -0.7017 -0.4237 -2.6449
C -2.6356 0.8022 1.7691
C -1.3853 -2.2903 -4.0887
C 0.0274 1.2747 -1.3402
C 1.8652 2.6400 -2.1101
C 3.0460 0.1822 3.1113
C 2.6422 -2.0921 2.4860
C -1.6729 -0.0235 -0.6820
C 0.8209 3.1268 0.0387
C -1.1760 0.9193 2.1999
C -3.5085 0.4896 2.9789
C 1.7129 0.4891 2.9079
C 1.3093 -1.7969 2.2759
C 3.5172 -1.1031 2.9044
C -0.5267 -3.5506 -4.0261
H 0.6276 -2.5685 1.9448
H -1.8257 -2.1880 -5.0863
H -0.0982 -3.6624 -3.0334
H -3.3774 1.2678 3.7277
H -2.1832 -2.3368 -3.3466
H 0.6183 4.1633 -0.2433
H 1.7245 3.6704 -2.4464
H -1.0437 -1.0674 1.9166
H 0.1463 -0.8566 -4.4014
H 1.3464 1.4884 3.0706
H -3.2312 -0.4684 3.4136
H 2.8603 2.5490 -1.6670
H 2.9991 -3.0982 2.3211
H 0.0470 2.7805 0.7155
H 0.2832 -3.5000 -4.7514
H -1.1339 -4.4246 -4.2445
H -2.9264 1.7575 1.3267
H 4.5589 -1.3347 3.0681
H 1.7773 1.9632 -2.9551
H -4.5553 0.4489 2.6886
H 1.7854 3.0858 0.5508
H 3.7226 0.9579 3.4388
```

Here is C16H22N8O2 in the gas phase in a non-equilibrium geometry from OMol25. Energies are from ωB97M-V/def2-TZVPD.

## Properties
- frontier orbital gap (eV) = 8.553
- SMILES = Nc1nc2c(cnn2CCN2CCOCC2)c2nn(CC3CC3)c(=O)n12

The geometry in XYZ format:
```
48
C16H22N8O2 | OMol25 | ωB97M-V/def2-TZVPD
O -4.0213 2.1340 -3.7744
O 3.0290 -2.6849 1.4301
N -0.4661 2.3543 -0.0609
N -1.3813 2.7452 -3.0287
N -0.0484 -1.5077 2.4599
N 1.6744 -0.8580 1.1836
N 3.5127 -0.3154 -0.1848
N 1.7512 1.0273 -0.2449
N 0.9273 -2.4496 2.5119
N -1.6088 2.2135 0.6872
C -2.3695 3.8232 -3.0126
C -3.5119 3.4600 -3.9526
C 1.7475 -5.7513 4.4292
C -1.4692 1.1546 1.4293
C 0.6534 -3.8150 3.0282
C 0.4552 1.3555 0.2106
C 2.9527 -5.1299 3.6620
C -0.1810 0.6052 1.1194
C -1.9027 1.3901 -2.6866
C -0.1110 3.4850 -0.9085
C 2.3104 -0.0157 0.2938
C -0.0631 3.1509 -2.4235
C 0.4239 -0.5826 1.6463
C -2.9976 1.0961 -3.7184
C 1.9844 -2.0484 1.7033
C 1.7336 -4.2612 4.0313
H 0.7158 2.3946 -2.6462
H -2.3838 1.3669 -1.6706
H 3.0493 -5.3215 2.5789
H -3.4336 0.1280 -3.5463
H -1.0834 0.6613 -2.6924
H 1.1177 -6.4350 3.9095
H -2.5441 1.0574 -4.7254
H -2.7543 3.9387 -2.0056
H 3.8991 -4.9884 4.1841
H 0.6264 -4.5254 2.1655
H -4.3330 4.1425 -3.7567
H 0.8488 3.8151 -0.5681
H -3.2013 3.5522 -5.0212
H -0.3105 -3.8029 3.5302
H 0.2479 4.0717 -2.9358
H 1.9074 -5.9242 5.5002
H 3.7453 0.2020 -1.0113
H -0.7806 4.3205 -0.7220
H 1.8885 -3.5518 4.8418
H -2.1863 0.7610 2.1431
H -1.9547 4.7842 -3.3425
H 3.8954 -1.2224 -0.0395
```

Here is 3 unconnected molecules or ions with the total composition C16H22O10P2 from OMol25. Energies are from ωB97M-V/def2-TZVPD.

## Properties
- frontier orbital gap (eV) = 5.873
- SMILES = O=C1C=C(O)C(=O)C=C1O.O=C1C=C(O)C(=O)C=C1O.CP(O)[PH3]CCCO

The geometry in XYZ format:
```
50
C16H22O10P2 | OMol25 | ωB97M-V/def2-TZVPD
P -0.8215 -0.0156 -3.4229
P 0.8379 -0.8488 -2.0862
O -7.1743 -1.5513 -1.4606
O 1.9403 2.9315 3.1682
O 4.0931 1.4675 2.7182
O 6.8456 5.2749 2.6641
O 4.7436 6.6918 3.1246
O 0.4149 0.1735 1.8738
O -7.5839 -3.9253 -2.3670
O -3.1469 -5.2164 -1.4941
O -2.7440 -2.8427 -0.5707
O -1.9167 -1.2686 -3.3209
C -4.9296 -2.0302 -0.9451
C 3.0960 3.5589 3.0589
C 3.2102 4.8931 3.1687
C 4.2984 2.6656 2.7981
C -6.1392 -2.3659 -1.4227
C -3.8870 -3.0208 -0.9693
C -6.4444 -3.7494 -1.9765
C -1.5014 1.1384 -2.1492
C 2.1965 -1.4820 -0.9291
C 1.8639 -1.3509 0.5558
C 5.6023 3.2743 2.6606
C 4.5121 5.4982 3.0377
C -4.1868 -4.4013 -1.5273
C 5.7109 4.6064 2.7709
C 1.5348 0.0820 0.9957
C -5.3946 -4.7399 -2.0015
H 2.3613 -2.5366 -1.1691
H 2.7047 -1.7179 1.1469
H 1.3817 0.7390 0.1303
H -0.1202 -0.9396 -1.0004
H -0.6993 1.5342 -1.5153
H -5.6148 -5.7194 -2.4008
H 1.5922 0.3256 -2.4486
H -2.4150 -4.7060 -1.0929
H 2.3485 0.5010 1.5828
H 6.4505 2.6316 2.4726
H 3.1275 -0.9550 -1.1630
H -2.1985 0.6023 -1.5014
H 2.3601 5.5338 3.3551
H 6.6125 6.2174 2.7943
H 1.0094 -1.9880 0.8037
H 0.9006 -2.0003 -2.9221
H -4.7069 -1.0486 -0.5519
H -2.0166 1.9810 -2.6076
H -0.3816 -0.0801 1.3895
H 2.0797 1.9729 3.0618
H -7.9095 -2.0668 -1.8530
H -1.8964 -1.7274 -2.4631
```

Here is a molecular structure, C16H23BN3O10Pb3 in a non-equilibrium geometry from OMol25. Energies are from ωB97M-V/def2-TZVPD.

## Properties
- total charge = +3
- frontier orbital gap (eV) = 2.354

The geometry in XYZ format:
```
56
C16H23BN3O10Pb3 | OMol25 | ωB97M-V/def2-TZVPD
Pb 2.3198 3.6257 0.9749
Pb 3.6001 1.3338 -2.0951
Pb 0.0558 3.5811 -2.2193
O 0.3328 1.0616 -3.4814
O -4.8176 -2.3271 -5.1659
O 1.3470 5.1091 -0.8178
O -3.3550 -1.3359 -3.8926
O -0.8989 -0.7718 -4.0825
O -1.8386 -1.2564 -1.9836
O -0.8807 0.5035 -0.8391
O -1.7955 -3.0401 -3.7615
O -3.0298 -4.6746 -4.7468
O 1.6075 2.2029 -0.8248
N -0.8093 3.2350 0.3493
N 2.2355 -1.0029 -1.2784
N 3.6426 0.9144 0.9371
C -4.3854 2.3244 0.5625
C 4.8508 -1.3697 3.3835
C 3.7084 -0.1337 1.4633
C -1.7064 3.6064 0.9756
C -2.8215 -3.5263 -4.3502
C -4.2497 3.7968 1.0266
C 1.5001 -3.3974 -0.3652
C 3.8475 -1.3996 2.1147
C -0.5106 -2.5544 1.1381
C -3.7657 -2.3601 -4.4840
C -0.4644 0.1533 -3.2983
C -0.1121 -3.4545 -0.0702
C 1.9389 -2.0721 -0.8827
C 4.6833 -0.2020 4.3103
C -2.9265 4.0155 1.7589
C -1.0391 -0.1453 -1.8648
B -1.9805 -1.6108 -3.4333
H -0.6042 -4.4263 -0.1112
H 0.8252 5.4780 -0.0787
H -5.1796 2.3162 -0.1840
H -3.0105 3.5263 2.7293
H 5.8937 -1.4829 3.0875
H -0.1218 -1.5413 1.0355
H 3.7029 -0.0484 4.7614
H -0.0462 -2.8776 2.0698
H -1.5912 -2.5463 1.2808
H -4.3727 4.4652 0.1744
H 4.0838 -2.1699 1.3806
H -2.8393 5.0812 1.9706
H -4.7617 1.6872 1.3628
H 1.0484 1.4604 -0.5237
H 5.0215 0.7311 3.8596
H -5.0262 4.2043 1.6740
H 2.0265 -3.3172 0.5859
H 5.3904 -0.2152 5.1397
H 4.5514 -2.2352 3.9746
H 2.8149 -1.5394 2.4345
H -3.4271 1.8956 0.2697
H -0.6367 -3.1177 -0.9644
H 1.9757 -4.1570 -0.9856
```

Here is a molecular structure, C16H23BNO5RhS2 from OMol25. Energies are from ωB97M-V/def2-TZVPD.

## Properties
- frontier orbital gap (eV) = 8.518
- relative energy (zero: lowest compared OMol25 entry of this formula, charge and spin) (kJ/mol) = 0.00

The geometry in XYZ format:
```
49
C16H23BNO5RhS2 | OMol25 | ωB97M-V/def2-TZVPD
Rh 0.0312 1.4386 -0.5613
S 0.2319 3.9622 0.5596
S -0.1852 -1.1059 -4.2820
O 0.1546 2.5842 1.1698
O 1.7673 -0.8664 -0.4087
O 0.4177 -0.8148 1.4336
O 1.1556 4.8307 1.2202
O 0.4385 3.7548 -0.8914
N 0.0859 0.5117 -2.3617
C 0.7934 1.0445 -3.4153
C -1.3884 4.6362 0.7484
C 0.7580 0.2972 -4.5417
C 3.4939 -1.0169 1.2374
C 0.2452 -3.1554 0.9996
C -3.7263 0.2125 1.0867
C 1.5484 -2.3064 2.9534
C -4.0994 1.1329 -1.0916
C -2.7271 1.2861 -1.2538
C 2.3605 -1.7716 0.5556
C -2.3540 0.3684 0.9310
C 2.8936 -2.9881 -0.1743
C -1.8361 0.9049 -0.2456
C -4.6041 0.5885 0.0797
C -0.4795 -0.6206 -2.6850
C 1.1649 -2.0530 1.5093
B 0.7200 -0.2181 0.2348
H 2.1290 -3.4433 -0.8011
H -1.4038 5.6115 0.2679
H -2.1032 3.9584 0.2853
H 1.2276 0.5015 -5.4882
H 0.7080 -4.1384 1.0941
H -2.3557 1.7206 -2.1765
H 1.3037 1.9862 -3.2791
H -0.0167 -2.9925 -0.0476
H 3.2533 -3.7335 0.5381
H -1.6867 0.0841 1.7313
H -0.6729 -3.1446 1.5869
H -5.6716 0.4651 0.2098
H 4.1922 -0.6727 0.4745
H -1.5854 4.7324 1.8134
H 2.2040 -3.1767 3.0276
H -4.7709 1.4413 -1.8838
H 3.7293 -2.6957 -0.8103
H -1.0865 -1.1881 -1.9972
H 3.1174 -0.1453 1.7745
H 2.0547 -1.4451 3.3839
H 0.6518 -2.5043 3.5410
H 4.0337 -1.6546 1.9384
H -4.1114 -0.2029 2.0103
```